Here is C29H27BrCeN7O2S3Se as an isolated structure at a distorted geometry from OMol25. Energies are from ωB97M-V with the def2-TZVPD basis set.

Values from the calculation:
E_tot = -8300.016006 Eh
Orbital gap (alpha / beta) = 0.15385 / 0.15343 hartree
Energy relative to the best compared isomer or geometry (same formula, charge and spin) = 38.6 kcal/mol

```
! wB97M-V def2-TZVPD RIJCOSX def2/J DEFGRID3
* xyz 1 1
Ce 1.259 -0.343 0.044
C -1.484 0.637 5.397
S -1.850 -0.812 4.414
C -0.699 -0.793 3.083
S -0.642 0.614 2.153
N -0.019 -1.879 3.039
N 0.826 -2.082 1.970
C 1.562 -3.172 1.983
C 2.670 -3.369 1.135
C 3.530 -4.446 1.361
C 4.770 -4.475 0.768
C 5.083 -3.465 -0.096
C 4.158 -2.462 -0.358
N 2.943 -2.450 0.133
H -0.935 0.311 6.289
H -2.458 1.001 5.738
H -0.837 1.263 4.772
H 1.505 -3.893 2.856
H 3.142 -5.138 2.088
H 5.482 -5.353 0.902
H 6.105 -3.434 -0.604
H 4.495 -1.595 -0.989
C -1.295 -2.881 -0.934
C -1.024 -1.995 -2.059
C -1.881 -2.149 -3.206
C -1.737 -1.296 -4.243
C -0.673 -0.283 -4.274
C -0.628 0.729 -5.258
C 0.414 1.642 -5.154
C 1.413 1.601 -4.141
C 1.443 0.516 -3.238
S 2.824 0.027 -2.406
C 0.295 -0.367 -3.253
N 0.080 -1.145 -2.141
H -2.360 -2.910 -0.659
H -0.980 -3.858 -1.250
H -0.779 -2.664 0.013
H -2.603 -2.950 -3.223
H -2.412 -1.383 -5.135
H -1.336 0.802 -6.070
H 0.479 2.496 -5.827
H 2.124 2.444 -4.008
Br 3.426 0.183 3.277
C 3.724 1.365 1.783
C 4.912 2.047 1.595
C 4.859 3.197 0.778
C 3.661 3.498 0.127
C 2.535 2.669 0.268
N 2.689 1.490 0.977
C 1.360 2.711 -0.623
O 1.248 3.620 -1.458
O 0.538 1.710 -0.458
H 5.779 1.836 2.166
H 5.788 3.812 0.578
H 3.633 4.306 -0.590
C -3.562 3.536 -0.483
N -4.411 2.642 0.290
C -5.404 2.986 1.248
C -5.754 1.829 1.860
N -5.073 0.806 1.240
C -5.017 -0.608 1.552
C -4.251 1.307 0.258
Se -3.457 0.230 -0.952
H -3.556 3.095 -1.525
H -2.513 3.444 -0.101
H -3.951 4.584 -0.411
H -5.750 3.998 1.456
H -6.362 1.596 2.764
H -5.963 -0.870 2.034
H -4.166 -0.869 2.163
H -4.932 -1.190 0.576
*
```

These are the Mulliken partial charges, in e, on atoms 1 to 2: Ce 0.200; C -0.692

***

Here is a 5-piece molecular cluster, H10O5 overall from OMol25. Energies are from ωB97M-V with the def2-TZVPD basis set.

Values from the calculation:
Structure (SMILES) = O.O.O.O.O
E_tot = -382.181819 Eh
Orbital gap = 0.41938 hartree
Energy relative to the best compared isomer or geometry (same formula, charge and spin) = 26.6 kcal/mol

```
! wB97M-V def2-TZVPD RIJCOSX def2/J DEFGRID3
* xyz 0 1
O 0.243 0.040 0.093
H 0.783 -0.688 -0.214
H 0.853 0.607 0.566
O -0.521 -1.881 2.948
H -0.263 -1.210 2.315
H -1.098 -2.465 2.456
O 2.553 2.013 1.764
H 3.239 1.606 2.294
H 2.245 2.748 2.294
O -1.499 -2.544 -3.498
H -0.748 -3.133 -3.566
H -1.508 -2.271 -2.581
O -1.729 2.291 -1.849
H -1.143 1.713 -1.360
H -1.406 3.173 -1.662
*
```

These are the Mulliken partial charges, in e, on atoms 1 to 2: O -0.663; H 0.320

***

Here is a 2-piece molecular cluster, C4H11N2 overall at a distorted geometry from OMol25. Energies are from ωB97M-V with the def2-TZVPD basis set.

Values from the calculation:
E_tot = -267.689339 Eh
Orbital gap (alpha / beta) = 0.42544 / 0.27542 hartree
Energy relative to the best compared isomer or geometry (same formula, charge and spin) = 85.1 kcal/mol

```
! wB97M-V def2-TZVPD RIJCOSX def2/J DEFGRID3
* xyz 2 2
C 1.715 1.226 0.994
C 1.778 -1.194 1.378
N 1.132 -0.081 1.416
H 1.219 1.996 1.591
H 1.300 1.465 0.000
H 2.775 1.235 1.089
H 2.746 -1.129 0.921
H 1.334 -2.129 1.712
H 0.101 -0.116 1.389
C -1.731 -1.184 -1.133
C -1.383 1.019 -1.782
N -1.705 0.281 -0.775
H -1.278 -1.693 -0.289
H -1.242 -1.485 -2.100
H -2.745 -1.486 -1.077
H -1.527 2.127 -1.710
H -0.946 0.621 -2.753
*
```

These are the Mulliken partial charges, in e, on atoms 1 to 2: C -0.751; C -0.111

***

Here is C33H44N5PdSb as an isolated structure from OMol25. Energies are from ωB97M-V with the def2-TZVPD basis set.

Values from the calculation:
E_tot = -1925.624073 Eh
Orbital gap (alpha / beta) = 0.13380 / 0.13383 hartree

```
! wB97M-V def2-TZVPD RIJCOSX def2/J DEFGRID3
* xyz -2 1
Pd 1.025 0.499 -0.627
N -1.193 0.586 4.167
C -0.818 -0.166 3.034
N 0.261 0.009 2.399
C 1.185 0.947 2.877
N 2.294 1.266 2.190
N 2.450 0.901 0.971
C 3.684 1.252 0.418
C 4.024 0.801 -0.827
C 5.286 1.096 -1.466
C 5.558 0.613 -2.706
C 4.602 -0.185 -3.389
C 3.407 -0.419 -2.733
N 3.098 0.027 -1.523
C 1.078 1.388 4.244
C 2.094 2.022 4.975
C 1.906 2.402 6.302
C 0.715 2.143 6.956
C -0.311 1.496 6.250
C -0.140 1.148 4.928
H -1.942 0.189 4.711
H -1.552 -0.895 2.696
H 4.348 1.860 1.025
H 6.006 1.709 -0.934
H 6.511 0.845 -3.174
H 4.781 -0.582 -4.380
H 2.630 -1.011 -3.214
H 3.030 2.217 4.469
H 2.713 2.903 6.828
H 0.567 2.434 7.989
H -1.266 1.295 6.730
C -1.126 -5.345 -1.697
C -0.475 -4.250 -2.539
C 0.787 -4.797 -3.203
Sb 0.013 -2.194 -1.717
C 0.414 -2.632 0.382
C 1.915 -2.872 0.542
C -0.394 -3.697 1.110
C -2.068 -1.519 -1.609
C -2.362 -0.737 -2.887
C -3.162 -2.540 -1.331
H -1.520 -6.151 -2.334
H -1.943 -4.982 -1.077
H -0.390 -5.804 -1.032
H -1.177 -3.971 -3.337
H 1.522 -5.095 -2.448
H 1.266 -4.052 -3.842
H 0.573 -5.686 -3.815
H 0.208 -1.659 0.836
H 2.232 -3.797 0.043
H 2.170 -2.960 1.604
H 2.493 -2.042 0.131
H -0.116 -4.705 0.792
H -1.471 -3.587 0.967
H -0.194 -3.629 2.187
H -2.026 -0.798 -0.792
H -2.341 -1.389 -3.769
H -1.626 0.059 -3.019
H -3.356 -0.273 -2.844
H -3.271 -3.243 -2.163
H -4.128 -2.032 -1.207
H -2.974 -3.121 -0.427
C -0.914 3.291 1.097
C -0.829 2.872 -0.384
C 0.354 3.618 -1.003
C -0.631 1.351 -0.454
C -2.139 3.150 -1.111
C -2.186 3.779 -2.356
C -3.387 3.977 -3.027
C -4.583 3.547 -2.475
C -4.557 2.912 -1.239
C -3.357 2.718 -0.575
H -0.005 2.967 1.607
H -1.755 2.823 1.611
H -1.005 4.379 1.194
H 1.247 3.406 -0.414
H 0.185 4.702 -1.013
H 0.555 3.267 -2.015
H -1.489 0.924 0.099
H -1.266 4.108 -2.818
H -3.383 4.463 -3.997
H -5.519 3.693 -3.002
H -5.480 2.559 -0.792
H -3.361 2.204 0.378
*
```

These are the Mulliken partial charges, in e, on atoms 1 to 2: Pd -1.015; N -0.088